Record 1
C5H10O2 | ωB97M-V/def2-TZVPD

SMILES ... CC(C)CC(=O)O
HOMO energy ... -0.3705 Eh
F_max ... 5.327 eV/A
Spin multiplicity ... 1
Relative energy (zero: lowest compared OMol25 entry of this formula, charge and spin) ... 42.5 kcal per mole

Each line ends with the Löwdin charge.
Geometry (Å):
C 1.42727 -0.19131 -0.79225  -0.069
C 0.26804 -0.50637 0.10254  -0.394
C -0.18728 -2.02443 -0.03912  -0.047
C -1.02327 0.36512 -0.05572  -0.058
C -0.61065 1.81582 0.40069  -0.476
O -0.13405 2.70095 -0.28266  0.071
O -0.67141 2.06956 1.76437  0.044
H 1.70869 -1.13836 -1.26307  0.068
H 0.91719 0.18757 -1.78556  0.124
H 2.06461 0.57599 -0.44233  0.067
H 0.63494 -0.38967 1.06170  0.100
H -1.19518 -2.03548 0.00030  0.014
H 0.12777 -2.56730 -1.01650  0.108
H 0.21610 -2.64565 0.74074  0.066
H -1.87799 0.25856 0.61807  0.118
H -1.37569 0.59150 -1.07339  0.129
H -0.28910 2.93350 2.06219  0.135

Record 2
C5H10O2 | ωB97M-V/def2-TZVPD

SMILES ... COC[C@H]1C[C@H]1O
HOMO energy ... -0.3447 Eh
F_max ... 0.361 eV/A
Spin multiplicity ... 1
Relative energy (zero: lowest compared OMol25 entry of this formula, charge and spin) ... 60.9 kcal per mole

Each line ends with the Löwdin charge.
Geometry (Å):
C -0.91711 1.92194 0.62424  -0.112
O 0.12271 1.05264 1.01877  -0.207
C -0.31533 -0.29268 1.10116  -0.197
C -0.33537 -1.01046 -0.24541  -0.194
C 0.26494 -0.33592 -1.47099  -0.057
C 1.01260 -1.41999 -0.76819  -0.335
O 2.14190 -1.14010 0.00207  -0.005
H -1.47166 1.54209 -0.24812  0.093
H -0.46134 2.87922 0.36489  0.091
H -1.62318 2.07632 1.45354  0.091
H 0.39984 -0.79575 1.76119  0.128
H -1.30242 -0.33785 1.58048  0.123
H -1.17834 -1.67571 -0.41868  0.133
H -0.17452 -0.54384 -2.44660  0.107
H 0.63042 0.67923 -1.33422  0.108
H 1.12235 -2.37886 -1.26408  0.145
H 2.08451 -0.22027 0.28996  0.088

Record 3
C5H10O2 | ωB97M-V/def2-TZVPD

SMILES ... CO/C=C/COC
HOMO energy ... -0.3269 Eh
F_max ... 0.360 eV/A
Spin multiplicity ... 1
Relative energy (zero: lowest compared OMol25 entry of this formula, charge and spin) ... 60.6 kcal per mole

Each line ends with the Löwdin charge.
Geometry (Å):
C -3.14934 0.25691 -0.75449  -0.092
O -2.53849 1.06616 0.23051  -0.120
C -1.24771 0.80732 0.52856  -0.162
C -0.40595 -0.02394 -0.09036  -0.068
C 0.94246 -0.32897 0.47461  -0.263
O 1.96052 0.10395 -0.40075  -0.184
C 3.22369 -0.31218 0.04396  -0.132
H -2.93755 0.62774 -1.76492  0.098
H -2.80394 -0.78029 -0.67366  0.086
H -4.22371 0.29523 -0.56337  0.091
H -0.95036 1.37425 1.40917  0.131
H -0.68384 -0.54331 -1.00300  0.105
H 1.06252 0.14049 1.46735  0.123
H 1.03603 -1.41992 0.62674  0.123
H 3.45508 0.08414 1.04629  0.088
H 3.96424 0.06390 -0.66519  0.088
H 3.29635 -1.41148 0.08855  0.087

Record 4
C5H10O2 | ωB97M-V/def2-TZVPD

HOMO energy ... -0.3270 Eh
F_max ... 0.584 eV/A
Spin multiplicity ... 1
Relative energy (zero: lowest compared OMol25 entry of this formula, charge and spin) ... 101.3 kcal per mole

Each line ends with the Löwdin charge.
Geometry (Å):
C -2.12736 -0.49697 0.23557  -0.048
C -1.96088 0.98724 0.08823  -0.298
O -1.03400 1.62720 0.53188  -0.011
C 1.19377 -1.68651 -0.29236  -0.163
C 1.86050 -0.58156 -0.62834  -0.047
C 1.70588 -0.16123 0.81031  -0.157
O 0.98927 -1.42265 1.04825  -0.099
H -3.10093 -0.71562 0.69089  0.083
H -2.13437 -0.95560 -0.76153  0.087
H -1.31404 -0.91874 0.83195  0.065
H -2.76579 1.50400 -0.47680  0.117
H 0.74809 2.54333 -0.83914  0.016
H 0.82017 -2.60368 -0.73617  0.117
H 2.31269 -0.16428 -1.51459  0.086
H 1.29300 2.68628 -1.32633  0.041
H 1.04303 0.68366 1.01203  0.088
H 2.61213 -0.12902 1.42116  0.122

Record 5
C5H10O2 | ωB97M-V/def2-TZVPD

SMILES ... C[C@@]1(CCO)CO1
HOMO energy ... -0.3672 Eh
F_max ... 0.419 eV/A
Spin multiplicity ... 1
Relative energy (zero: lowest compared OMol25 entry of this formula, charge and spin) ... 48.6 kcal per mole

Each line ends with the Löwdin charge.
Geometry (Å):
C -1.32888 -1.34282 0.36181  -0.011
C -0.60866 -0.11839 -0.14943  -0.479
C 0.84418 -0.30632 -0.58460  -0.105
C 1.86867 0.19598 0.43686  -0.262
O 1.81143 1.58943 0.62056  -0.066
C -1.38061 1.00464 -0.69007  -0.079
O -0.87330 1.05851 0.64029  -0.054
H -1.34897 -2.12848 -0.40114  0.089
H -0.81903 -1.74004 1.24719  0.091
H -2.35726 -1.09593 0.64122  0.088
H 1.02371 0.21923 -1.52910  0.122
H 1.01892 -1.37336 -0.77109  0.120
H 2.87474 -0.02773 0.06564  0.118
H 1.74635 -0.34605 1.39010  0.122
H 0.89527 1.78191 0.87680  0.067
H -2.46608 0.94252 -0.76322  0.118
H -0.90048 1.68690 -1.39183  0.123

Record 6
C5H10O2 | ωB97M-V/def2-TZVPD

SMILES ... C=COCC.C=O
HOMO energy ... -0.3355 Eh
F_max ... 0.654 eV/A
Spin multiplicity ... 1
Relative energy (zero: lowest compared OMol25 entry of this formula, charge and spin) ... 79.5 kcal per mole

Each line ends with the Löwdin charge.
Geometry (Å):
C 0.81717 1.03293 -1.29732  0.030
C 0.94556 -0.26790 -1.04877  -0.288
O 1.39335 -0.79035 0.12325  -0.109
C 0.68365 -0.50035 1.34573  -0.220
C -0.05661 0.82494 1.44902  -0.099
H 0.33649 1.40667 -2.19333  0.069
H 1.17248 1.75695 -0.57736  0.063
H 0.76626 -1.02601 -1.81468  0.113
H -0.03367 -1.31467 1.51555  0.113
H 1.45475 -0.57022 2.11735  0.118
H -0.79173 0.93585 0.65230  0.041
H -0.62516 0.81723 2.38272  0.088
H 0.61184 1.69092 1.45706  0.075
C -1.66366 -1.00060 -1.03223  -0.165
O -2.19887 -0.36100 -0.16201  -0.016
H -1.61160 -0.64496 -2.07750  0.090
H -1.20025 -1.98943 -0.83978  0.097

Record 7
C5H10O2 | ωB97M-V/def2-TZVPD

HOMO energy ... -0.2684 Eh
F_max ... 0.347 eV/A
Spin multiplicity ... 1
Relative energy (zero: lowest compared OMol25 entry of this formula, charge and spin) ... 177.3 kcal per mole

Each line ends with the Löwdin charge.
Geometry (Å):
C -1.70266 -1.02103 1.56605  -0.120
O -0.65126 -0.67948 0.69958  -0.236
C -0.49659 0.76062 0.55828  -0.205
C 0.58642 1.12630 -0.37262  -0.190
C 1.97530 0.63175 -0.45733  -0.077
C 0.91406 0.21282 -1.44264  -0.468
O 0.51256 -1.06898 -1.71763  0.026
H -1.52264 -0.62707 2.57785  0.089
H -1.75817 -2.11151 1.61428  0.089
H -2.66800 -0.62645 1.21002  0.089
H -1.46951 1.15567 0.22021  0.117
H -0.30028 1.18397 1.55500  0.121
H 0.55918 0.98482 -2.37221  0.219
H 2.78773 1.31587 -0.72962  0.094
H 2.33258 -0.27108 0.05419  0.119
H 1.32014 0.59747 -2.63369  0.236
H -0.15857 -1.24972 -1.02775  0.100

Record 8
C5H10O2 | ωB97M-V/def2-TZVPD

SMILES ... C=C/C=C(/C)O.O
HOMO energy ... -0.3161 Eh
F_max ... 1.749 eV/A
Spin multiplicity ... 1
Relative energy (zero: lowest compared OMol25 entry of this formula, charge and spin) ... 70.8 kcal per mole

Each line ends with the Löwdin charge.
Geometry (Å):
C 2.53134 -0.29062 -0.98798  0.014
C 1.48951 -0.92463 -0.44452  -0.158
C 0.27256 -0.35675 0.13972  -0.074
C -0.94180 -0.90058 0.09983  -0.380
C -2.18075 -0.05931 0.06276  -0.024
O -1.08381 -2.27915 -0.03868  0.011
H 2.88290 -0.77390 -1.88207  0.050
H 2.99177 0.62643 -0.66846  0.054
H 1.21677 -1.87811 -0.89374  0.091
H 0.25288 0.70903 0.33576  0.081
H -1.92550 0.86753 0.57905  0.071
H -2.38903 0.17920 -0.97952  0.091
H -3.04460 -0.47431 0.57520  0.082
H -0.98824 -2.46853 -0.98477  0.109
O 0.49410 3.00947 1.66371  -0.051
H -0.39684 2.87479 1.99812  0.033
H 0.81876 2.13944 1.42561  0.000

Record 9
C5H10O2 | ωB97M-V/def2-TZVPD

SMILES ... C[C@@H]1[C@H](O)C[C@@H]1O
HOMO energy ... -0.3545 Eh
F_max ... 0.456 eV/A
Spin multiplicity ... 1
Relative energy (zero: lowest compared OMol25 entry of this formula, charge and spin) ... 46.3 kcal per mole

Each line ends with the Löwdin charge.
Geometry (Å):
C 1.05615 -1.45428 -0.00293  -0.059
C 0.74909 -0.01502 0.37629  -0.249
C -0.67620 0.13494 0.98168  -0.331
O -1.54115 -0.97040 0.77856  -0.037
C -1.00526 1.20866 -0.07885  -0.055
C 0.41051 1.06030 -0.70277  -0.316
O 0.49566 0.60550 -2.03910  -0.022
H 0.89309 -2.06578 0.88497  0.074
H 2.08956 -1.62652 -0.31141  0.080
H 0.37886 -1.81437 -0.77919  0.084
H 1.51820 0.36061 1.05963  0.136
H -0.68608 0.46897 2.02510  0.141
H -1.29252 -1.69976 1.36180  0.093
H -1.27978 2.21067 0.27321  0.113
H -1.80095 0.82664 -0.72628  0.119
H 1.01283 1.97728 -0.58735  0.139
H -0.32201 0.79257 -2.51336  0.092

Record 10
C5H10O2 | ωB97M-V/def2-TZVPD

SMILES ... C=CCCC=O.O
HOMO energy ... -0.3544 Eh
F_max ... 6.560 eV/A
Spin multiplicity ... 1
Relative energy (zero: lowest compared OMol25 entry of this formula, charge and spin) ... 80.8 kcal per mole

Each line ends with the Löwdin charge.
Geometry (Å):
C 0.28150 0.51628 -2.55573  -0.030
C 0.76793 0.25758 -1.35848  -0.133
C -0.16160 -0.77027 -0.48206  -0.134
C 0.70488 -1.00884 0.86325  -0.145
C -0.17937 -1.21908 2.06332  -0.295
O 0.28965 -1.65134 3.03941  0.086
H 0.74466 1.22678 -3.21702  0.056
H -0.60604 0.22062 -2.91329  0.021
H 1.64391 0.64213 -0.80221  0.101
H -0.41345 -1.73366 -0.90114  0.095
H -1.05850 -0.16209 -0.21553  0.091
H 1.31700 -0.26979 1.07986  0.045
H 1.32247 -1.89104 0.68775  0.127
H -1.21671 -1.03414 2.00094  0.102
O -1.21262 2.93992 -1.22892  -0.082
H -1.84354 2.35146 -0.73312  0.057
H -0.98607 3.68708 -0.65191  0.040

> Among the records above, which one has the highest HOMO energy?

number 7